Record 1
One molecule with the formula C4H6NP, computed with ωB97M-V with the def2-TZVPD basis set.

The calculation puts the LUMO energy at -0.59 eV. The HOMO energy comes out at -0.253 Ha. As for the orbital gap: 6.30 eV.

Geometry as ORCA input:
```
! RIJCOSX wB97M-V def2-TZVPD def2/J DEFGRID3
* xyz 0 1
C -0.24836 -0.33502 0.00034
C -1.69329 -0.57486 -0.06305
C 0.68909 0.64948 -0.07822
C 2.14423 0.39255 0.06676
N -2.84524 0.02786 -0.01166
P -4.38327 0.12815 0.03778
H 0.21512 -1.31361 0.12329
H -1.84470 -1.65286 -0.13937
H 2.64945 0.43098 -0.89885
H 2.32723 -0.58476 0.51115
H 2.60102 1.15444 0.69729
H 0.38872 1.67766 -0.24548
*
```

---

Record 2
A 2-piece molecular cluster, C4H6NP overall, computed with ωB97M-V with the def2-TZVPD basis set.

The calculation puts the LUMO energy (spin up / spin down) at 0.15 / 0.15 eV. The HOMO energy (spin up / spin down) comes out at -0.321 / -0.321 Ha. As for the orbital gap (spin up / spin down): 8.88 / 8.88 eV.

Geometry as ORCA input:
```
! RIJCOSX wB97M-V def2-TZVPD def2/J DEFGRID3
* xyz 0 1
C 2.75200 0.21999 -0.08388
C 1.60831 -0.45007 -0.01368
C 0.30081 0.19471 -0.05841
C -0.81528 -0.47725 0.00893
N -2.57574 0.77161 0.12286
P -3.73220 -0.23026 0.04550
H 3.70233 -0.28244 -0.02466
H 2.77287 1.29196 -0.20430
H 1.60777 -1.52475 0.10615
H 0.30254 1.27161 -0.13948
H -1.11399 -1.49488 0.09722
H -4.80942 0.70978 0.14375
*
```

---

Record 3
One molecule with the formula C4H6NP, computed with ωB97M-V with the def2-TZVPD basis set.

The calculation puts the LUMO energy (spin up / spin down) at -0.82 / -0.82 eV. The HOMO energy (spin up / spin down) comes out at -0.295 / -0.295 Ha. As for the orbital gap (spin up / spin down): 7.19 / 7.20 eV. As for the SMILES: [H]/P=N/C=C/C=C.

Geometry as ORCA input:
```
! RIJCOSX wB97M-V def2-TZVPD def2/J DEFGRID3
* xyz 0 1
H -3.72623 1.37814 0.12902
P -3.63553 0.04081 -0.23565
N -2.08801 0.15459 0.14829
C -0.98800 -0.57128 0.18973
C 0.18694 0.13611 0.20538
C 1.49131 -0.51074 -0.01404
C 2.47557 0.25243 -0.27156
H -1.18995 -1.63561 0.29428
H 0.07560 1.14891 0.11445
H 1.59410 -1.56266 0.29726
H 3.55250 -0.09052 -0.45503
H 2.25172 1.25982 -0.40213
*
```

---

Record 4
An isolated ion of composition C4H6NS and charge +1, computed with ωB97M-V with the def2-TZVPD basis set.

The calculation puts the LUMO energy at -5.80 eV. The HOMO energy comes out at -0.495 Ha. As for the orbital gap: 7.68 eV.

Geometry as ORCA input:
```
! RIJCOSX wB97M-V def2-TZVPD def2/J DEFGRID3
* xyz 1 1
C 1.15940 -1.14544 0.19831
C -1.65773 -1.22850 -0.29325
C 0.56438 1.13661 -0.10048
C -0.73926 1.31202 -0.17626
N 1.40205 0.12744 0.36081
S -2.12914 0.23311 0.05858
H 1.99073 -1.82764 0.57462
H -2.51454 -2.01720 -0.46967
H -0.46616 -1.43025 -0.36139
H 1.33587 2.01782 -0.24255
H -1.17833 2.25900 -0.37448
H 2.23272 0.56304 0.82575
*
```

---

Record 5
C4H6NS as an isolated structure, computed with ωB97M-V with the def2-TZVPD basis set.

The calculation puts the LUMO energy at -5.33 eV. The HOMO energy comes out at -0.521 Ha. As for the orbital gap: 8.83 eV.

Geometry as ORCA input:
```
! RIJCOSX wB97M-V def2-TZVPD def2/J DEFGRID3
* xyz 1 1
C -0.12392 -1.00063 0.38950
C 0.57669 -0.09016 1.33753
C -0.92768 0.50261 -1.51889
C 0.58471 0.88690 0.14388
N -0.06382 -0.16337 -0.59760
S -0.85577 1.97395 -0.35879
H -0.62701 -1.95086 0.45252
H -0.07583 0.20400 2.16243
H 1.54117 -0.38589 1.74848
H -0.44872 0.73470 -2.47108
H -1.90441 0.04259 -1.66159
H 1.53709 1.28009 -0.20601
*
```

---

Record 6
An isolated ion of composition C4H6NS and charge +1, computed with ωB97M-V with the def2-TZVPD basis set.

The calculation puts the LUMO energy (spin up / spin down) at -3.81 / -8.08 eV. The HOMO energy (spin up / spin down) comes out at -0.484 / -0.538 Ha. As for the orbital gap (spin up / spin down): 9.35 / 6.57 eV.

Geometry as ORCA input:
```
! RIJCOSX wB97M-V def2-TZVPD def2/J DEFGRID3
* xyz 1 3
C 0.89759 -1.82495 -0.47663
C 1.39048 -0.69727 -0.86737
C -0.71928 0.74920 1.24702
C -0.43268 1.19731 -0.16371
N -1.05065 -0.04584 0.14463
S 1.30379 1.03356 -0.70428
H 0.61783 -2.80588 -0.50545
H 2.31221 -0.85534 -1.50278
H -0.01918 0.37482 1.88196
H -1.50382 1.31140 1.67573
H -0.94972 1.94837 -0.55647
H -1.84657 -0.38538 -0.17265
*
```

---

Record 7
A 2-piece molecular cluster, C4H6O overall, computed with ωB97M-V with the def2-TZVPD basis set.

The calculation puts the LUMO energy (spin up / spin down) at 3.85 / 3.53 eV. The HOMO energy (spin up / spin down) comes out at -0.100 / -0.101 Ha. As for the orbital gap (spin up / spin down): 6.58 / 6.28 eV.

Geometry as ORCA input:
```
! RIJCOSX wB97M-V def2-TZVPD def2/J DEFGRID3
* xyz -1 2
C 2.12629 1.22398 -1.21948
C 1.31432 0.23200 -0.63324
C 0.19102 0.44914 0.10427
C -0.89337 -0.07162 0.62652
O -2.71508 -1.61584 1.55195
H 1.80251 2.23406 -1.02116
H 1.70907 -0.76804 -0.77406
H 2.84193 0.90628 -1.95531
H -1.07403 -0.28851 1.66822
H -1.79614 -0.14217 0.02212
H -3.50650 -2.15928 1.63018
*
```

---

Record 8
One molecule with the formula C4H6O, computed with ωB97M-V with the def2-TZVPD basis set.

The calculation puts the LUMO energy at 0.89 eV. The HOMO energy comes out at -0.367 Ha. As for the orbital gap: 10.89 eV. As for the SMILES: C#CCCO.

Geometry as ORCA input:
```
! RIJCOSX wB97M-V def2-TZVPD def2/J DEFGRID3
* xyz 0 1
C -0.92866 1.51063 -1.72472
C -0.74559 1.00404 -0.64882
C -0.63698 0.04344 0.43520
C 0.60109 -0.88960 0.23534
O 1.37459 -1.07198 1.40443
H -0.85511 2.11633 -2.58873
H -1.62223 -0.41876 0.32364
H -0.62325 0.44625 1.45271
H 1.22286 -0.49535 -0.58221
H 0.27495 -1.88742 -0.06734
H 1.91027 -0.28200 1.55294
*
```

---

Record 9
One molecule with the formula C4H6O, computed with ωB97M-V with the def2-TZVPD basis set.

The calculation puts the LUMO energy at -0.09 eV. The HOMO energy comes out at -0.345 Ha. As for the orbital gap: 9.29 eV. As for the SMILES: C=CC(C)=O.

Geometry as ORCA input:
```
! RIJCOSX wB97M-V def2-TZVPD def2/J DEFGRID3
* xyz 0 1
C -0.53258 -0.27408 1.91883
C -0.07119 0.64636 0.89323
C -0.01694 0.10445 -0.46069
C 1.12978 0.36452 -1.50563
O -0.75124 -0.85531 -0.70844
H -0.93155 -1.35817 1.74232
H -0.43744 0.07428 3.02216
H 0.08391 1.84543 0.97366
H 0.78345 0.32613 -2.68116
H 2.01398 -0.56017 -1.33994
H 1.44316 1.46751 -1.12393
*
```

---

Record 10
C4H6O as an isolated structure, computed with ωB97M-V with the def2-TZVPD basis set.

The calculation puts the LUMO energy at 0.61 eV. The HOMO energy comes out at -0.358 Ha. As for the orbital gap: 10.36 eV.

Geometry as ORCA input:
```
! RIJCOSX wB97M-V def2-TZVPD def2/J DEFGRID3
* xyz 0 1
O -0.41854 1.81620 -1.07175
C 0.15107 0.91388 -0.52351
C 0.21936 -0.61935 -0.76506
C 1.09636 -0.57663 0.47521
C 1.04359 0.75159 0.66313
H -0.73799 -1.13923 -0.66774
H 0.70335 -0.91574 -1.70078
H 1.60383 -1.36727 1.01706
H -2.74516 -0.47187 0.57739
H 1.47190 1.42895 1.39363
H -2.38778 0.17947 0.60244
*
```

---

Record 11
One molecule with the formula C4H6O, computed with ωB97M-V with the def2-TZVPD basis set.

The calculation puts the LUMO energy at 0.88 eV. The HOMO energy comes out at -0.321 Ha. As for the orbital gap: 9.60 eV.

Geometry as ORCA input:
```
! RIJCOSX wB97M-V def2-TZVPD def2/J DEFGRID3
* xyz 0 1
O 2.31112 0.62552 0.11975
C 1.34546 -0.01208 -0.27956
C 0.21954 -0.37314 0.61325
C -0.36373 0.80326 -0.25432
C -1.11729 -0.68234 0.18115
H 1.27726 -0.51560 -1.26154
H 0.29513 -0.06262 1.65618
H -0.32696 1.75827 0.25926
H -0.62177 0.82382 -1.29967
H -1.92310 -0.83532 0.91295
H -1.26688 -1.21083 -0.75802
*
```

---

Record 12
C4H6O as an isolated structure, computed with ωB97M-V with the def2-TZVPD basis set.

The calculation puts the LUMO energy at 0.93 eV. The HOMO energy comes out at -0.287 Ha. As for the orbital gap: 8.74 eV.

Geometry as ORCA input:
```
! RIJCOSX wB97M-V def2-TZVPD def2/J DEFGRID3
* xyz 0 1
C 0.82065 0.68063 -0.44687
C -1.07650 -0.79390 -0.16846
C 0.38308 -0.59168 0.23157
C -0.37106 1.18944 0.29443
O -1.55312 0.54483 -0.11489
H 1.77000 1.07838 -0.10645
H 0.74269 0.67973 -1.53273
H -1.20542 -1.22063 -1.16917
H -1.63106 -1.39238 0.55972
H 0.84695 -1.02900 1.09291
H -0.40485 1.80892 1.17045
*
```

---

Record 13
C4H6O as an isolated structure, computed with ωB97M-V with the def2-TZVPD basis set.

The calculation puts the LUMO energy at 0.59 eV. The HOMO energy comes out at -0.359 Ha. As for the orbital gap: 10.34 eV.

Geometry as ORCA input:
```
! RIJCOSX wB97M-V def2-TZVPD def2/J DEFGRID3
* xyz 0 1
O 1.53174 1.39953 -0.79575
C 0.87292 0.69520 -0.08093
C 0.68098 -0.84374 0.04371
C -0.26938 -0.43618 1.15651
C -0.09589 0.89047 1.03676
H 0.23065 -1.32198 -0.83175
H 1.57516 -1.39839 0.34380
H -0.88649 -1.03497 1.81752
H -1.81803 -0.11541 -2.20828
H -0.49779 1.75714 1.54805
H -1.32387 0.40833 -2.02964
*
```

---

Record 14
C4H6O as an isolated structure, computed with ωB97M-V with the def2-TZVPD basis set.

The calculation puts the LUMO energy (spin up / spin down) at -0.15 / -0.15 eV. The HOMO energy (spin up / spin down) comes out at -0.289 / -0.289 Ha. As for the orbital gap (spin up / spin down): 7.70 / 7.70 eV.

Geometry as ORCA input:
```
! RIJCOSX wB97M-V def2-TZVPD def2/J DEFGRID3
* xyz 0 1
C -1.31383 0.70294 -0.35003
C -1.30600 -0.64165 0.20377
C 2.34704 -0.08789 -0.01544
C -0.52284 0.42942 0.88582
O 1.19926 0.39462 0.16552
H -0.87214 1.18611 -1.24212
H -2.19971 1.13305 -0.07208
H -2.22042 -0.84305 0.75995
H -0.75414 -1.47899 -0.20687
H 2.38525 -1.24177 0.13756
H 3.25753 0.44720 -0.26610
*
```

---

Record 15
One molecule with the formula C4H6O, computed with ωB97M-V with the def2-TZVPD basis set.

The calculation puts the LUMO energy at 1.13 eV. The HOMO energy comes out at -0.350 Ha. As for the orbital gap: 10.66 eV.

Geometry as ORCA input:
```
! RIJCOSX wB97M-V def2-TZVPD def2/J DEFGRID3
* xyz 0 1
C 1.11226 -0.23238 -0.03673
C 0.10222 0.86310 0.35083
C -0.94397 0.23556 -0.58847
C -0.26203 -0.86664 0.24228
O -0.38579 -0.00837 1.43124
H 1.49550 -0.24920 -1.06069
H 1.88104 -0.44127 0.71008
H 0.27710 1.91380 0.59172
H -1.98464 0.43830 -0.32755
H -0.76054 0.26549 -1.66617
H -0.53075 -1.91920 0.35297
*
```

---

Record 16
One molecule with the formula C4H6O2, computed with ωB97M-V with the def2-TZVPD basis set.

The calculation puts the LUMO energy at -0.60 eV. The HOMO energy comes out at -0.270 Ha. As for the orbital gap: 6.76 eV.

Geometry as ORCA input:
```
! RIJCOSX wB97M-V def2-TZVPD def2/J DEFGRID3
* xyz 0 1
C 0.31340 -1.43653 -0.30270
C 0.65932 0.82805 -0.63018
C -0.19677 1.20483 0.13098
C -1.39380 0.05837 0.67538
H 0.46463 -2.01225 -1.26949
H 0.79955 -2.06209 0.37744
H 0.98133 1.02322 -1.67262
H -0.78853 2.23430 0.03020
H 0.28057 1.59943 1.16523
H -1.44958 -0.16556 1.85598
O 1.30243 -0.28333 -0.19326
O -0.97255 -0.98844 -0.16694
*
```

---

Record 17
One molecule with the formula C4H6O2, computed with ωB97M-V with the def2-TZVPD basis set.

The calculation puts the LUMO energy at 0.38 eV. The HOMO energy comes out at -0.319 Ha. As for the orbital gap: 9.06 eV.

Geometry as ORCA input:
```
! RIJCOSX wB97M-V def2-TZVPD def2/J DEFGRID3
* xyz 0 1
O -1.30436 1.06792 0.26321
C -0.80469 -0.40893 -0.38082
C 0.24302 0.02570 -1.20258
C 0.57243 -0.73609 0.07897
C 1.26543 -0.00555 1.17879
O 2.01037 -0.52972 1.97328
H -2.14158 1.31732 -0.16946
H -1.69171 -1.03470 -0.38420
H 0.46538 -0.32147 -2.20346
H -0.50440 1.33662 -0.41967
H 0.80749 -1.80382 0.07862
H 1.08262 1.09272 1.18732
*
```

---

Record 18
A 3-piece molecular cluster, C4H6O2 overall, computed with ωB97M-V with the def2-TZVPD basis set.

The calculation puts the LUMO energy at 0.91 eV. The HOMO energy comes out at -0.324 Ha. As for the orbital gap: 9.73 eV.

Geometry as ORCA input:
```
! RIJCOSX wB97M-V def2-TZVPD def2/J DEFGRID3
* xyz 0 1
O 0.14579 0.96626 -1.62730
C -0.66031 0.39865 -0.72908
C -1.62438 -0.42304 -0.48351
C -1.06074 0.35474 0.70096
C 2.40208 0.39191 1.07425
O 2.50506 0.97706 0.10395
H 0.80756 1.49262 -1.15842
H 0.64581 -1.97820 -0.02509
H -2.37320 -1.13631 -0.78142
H -0.43004 -0.15748 1.43909
H -1.64146 1.17669 1.13633
H 1.28383 -2.06289 0.35023
*
```

---

Record 19
A 3-piece molecular cluster, C4H6O2 overall, computed with ωB97M-V with the def2-TZVPD basis set.

The calculation puts the LUMO energy at 0.89 eV. The HOMO energy comes out at -0.323 Ha. As for the orbital gap: 9.69 eV.

Geometry as ORCA input:
```
! RIJCOSX wB97M-V def2-TZVPD def2/J DEFGRID3
* xyz 0 1
O 0.17687 0.67919 -1.65999
C -0.70182 0.29190 -0.73490
C -1.79561 -0.32924 -0.44748
C -1.06382 0.35019 0.70516
C 2.33529 0.60633 1.28979
O 2.42411 1.02993 0.23715
H 0.91771 1.11538 -1.21695
H 0.85536 -1.91434 -0.19408
H -2.67315 -0.89473 -0.70990
H -0.51927 -0.25740 1.43927
H -1.46658 1.27525 1.13518
H 1.51089 -1.95245 0.15676
*
```

---

The following ΔE to the lowest compared entry with this formula, charge and spin values (in kJ/mol) correspond, in order, to the records above: 198.3; 408.3; 232.1; 392.8; 171.5; 267.6; 189.1; 165.0; 242.8; 170.8; 259.1; 264.6; 169.7; 551.8; 212.5; 821.9; 499.8; 416.5; 414.3.